Entry 1:
The following is a DFT calculation (ωB97M-V with the def2-TZVPD basis set) of the molecule C4H6N2O2.

As for the net charge: 0. The value obtained for the energy above the lowest of the compared OMol25 structures with the same formula, charge and spin is 95.53 kcal per mole. For the HOMO energy, the calculation gives -7.43 eV. For the lowest unoccupied orbital energy, the calculation gives 0.0194 hartree. Its SMILES is Nc1[nH]c(O)cc1O. The frontier orbital gap is 8.0 eV.

XYZ file:
```
14
Properties=species:S:1:pos:R:3:forces:R:3:lowdin_charge:R:1
C -0.7358 0.4919 -0.0272 1.8 -1.9 -1.0 -0.376
C 1.3752 -0.3072 0.1045 1.7 -1.1 -1.9 -0.482
C 0.6236 -1.4206 -0.2435 2.4 0.4 2.0 0.051
C -0.7271 -0.8793 -0.1007 0.7 -1.1 0.5 -0.319
H -1.6090 2.3510 -0.6018 -0.7 -3.4 1.9 0.143
H -1.7558 1.6965 1.0696 -1.1 -0.2 -3.2 0.140
H 1.0352 1.7494 -0.4664 -1.0 -4.0 2.8 0.269
H 3.3627 -0.6214 -0.0569 -2.5 2.5 0.8 0.184
H 1.1925 -2.4009 -0.1836 -1.9 0.9 -0.1 0.127
H -2.5162 -1.2102 -0.0910 0.8 -1.5 1.1 0.136
N -1.8409 1.3741 -0.0185 1.8 3.9 2.6 0.022
N 0.6620 0.7717 0.1566 -3.5 8.0 -2.5 0.067
O 2.6615 0.1369 0.1862 3.7 -4.0 -0.9 0.014
O -1.7281 -1.7319 0.2726 -2.2 1.6 -2.1 0.025
```
Forces are in eV/Å.

Entry 2:
The following is a DFT calculation (ωB97M-V with the def2-TZVPD basis set) of a structure of composition C33H60BrGeIN8O2PSScSi3.

As for the multiplicity: 2. As for the net charge: +3. The value obtained for the energy above the lowest of the compared OMol25 structures with the same formula, charge and spin is 41.64 kcal per mole. For the HOMO energy (spin up / spin down), the calculation gives -14.77 / -14.61 eV. For the lowest unoccupied orbital energy (spin up / spin down), the calculation gives -0.2679 / -0.3323 hartree. The frontier orbital gap (spin up / spin down) is 7.5 / 5.6 eV. Its expectation value of S² is 0.754.

XYZ file:
```
112
Properties=species:S:1:pos:R:3:forces:R:3:lowdin_charge:R:1
Sc -0.7667 -0.4947 -0.2667 -1.2 -0.9 -0.4 0.724
C -0.9582 -6.1860 0.8472 0.0 0.2 0.0 0.018
N -0.7744 -4.7459 1.0746 -0.1 -0.2 0.1 -0.090
C -0.3704 -4.1966 2.2622 -0.1 -0.1 -0.1 -0.020
C -0.2863 -2.8553 2.0491 -0.1 0.0 -0.1 -0.122
N -0.6309 -2.5792 0.7563 0.0 0.6 0.1 -0.029
C -0.9335 -3.7403 0.1882 0.1 -0.1 0.0 -0.464
P -1.6860 -3.9161 -1.4525 -0.1 -0.1 0.0 1.216
C -3.0553 -2.7737 -1.0600 -0.1 0.0 0.0 -0.432
N -2.9313 -1.6012 -0.4510 0.2 0.1 0.2 0.002
C -4.1966 -1.2222 -0.0931 0.1 0.1 -0.1 -0.124
C -5.0909 -2.1685 -0.4970 0.0 -0.1 -0.1 -0.021
N -4.3597 -3.1448 -1.1118 -0.1 -0.1 -0.1 -0.100
C -4.9192 -4.3931 -1.6515 0.1 0.2 0.1 0.007
C -0.5388 -2.8384 -2.3614 0.2 -0.1 -0.2 -0.436
N 0.0905 -1.7551 -1.9156 0.0 0.3 0.0 -0.029
C 0.8912 -1.3094 -2.9368 0.0 -0.1 0.2 -0.135
C 0.7635 -2.1499 -3.9977 -0.1 -0.2 -0.1 -0.009
N -0.1406 -3.1097 -3.6244 0.1 -0.1 -0.2 -0.092
C -0.5461 -4.2540 -4.4572 0.0 0.1 0.1 0.007
H -1.6340 -6.5853 1.5982 0.0 0.0 0.0 0.107
H -1.3809 -6.3491 -0.1391 0.0 0.0 0.0 0.067
H 0.0011 -6.6926 0.9120 0.0 0.0 0.0 0.108
H -0.1808 -4.7983 3.1368 0.0 0.0 -0.1 0.148
H 0.0058 -2.0836 2.7280 0.0 0.1 0.0 0.052
H -4.4132 -0.2986 0.4154 0.0 0.0 0.0 0.086
H -6.1628 -2.2267 -0.3963 0.1 0.0 0.0 0.144
H -4.3054 -4.7502 -2.4718 0.0 0.0 0.0 0.077
H -4.9723 -5.1548 -0.8778 0.0 0.0 0.1 0.105
H -5.9192 -4.1925 -2.0232 0.0 0.0 0.0 0.104
H 1.5296 -0.4461 -2.8310 0.0 0.0 0.0 0.110
H 1.2378 -2.1555 -4.9655 0.0 0.0 0.0 0.145
H -0.2420 -5.1880 -3.9919 0.0 0.0 0.0 0.098
H -1.6221 -4.2481 -4.6082 0.0 0.0 0.0 0.093
H -0.0555 -4.1639 -5.4211 0.0 0.0 0.0 0.103
C 3.7938 -1.7369 -1.3594 0.1 0.0 -0.1 -0.198
Si 3.3315 -1.9286 0.4449 -0.1 0.2 0.0 0.323
C 2.5295 -3.5960 0.6290 -0.1 -0.2 0.0 -0.209
C 4.9105 -1.9367 1.4193 0.2 0.0 0.2 -0.203
Ge 1.7799 -0.0692 0.9845 0.5 -0.4 0.1 0.673
Si 2.2699 0.1892 3.5290 -0.1 0.2 -0.3 0.397
C 1.7775 1.9303 3.9373 0.0 0.2 0.2 -0.211
C 3.9446 -0.2503 4.1599 0.2 -0.1 0.1 -0.188
C 1.0654 -0.9037 4.4270 -0.2 -0.2 0.1 -0.207
Si 3.1456 2.0551 0.7993 -0.1 0.0 0.0 0.343
C 3.5457 1.9499 -1.0213 0.1 -0.1 -0.3 -0.242
C 4.7657 2.0539 1.6884 0.2 -0.1 0.2 -0.194
C 2.1999 3.5902 1.2612 -0.2 0.2 0.0 -0.234
H 4.7606 -2.2306 -1.5041 -0.1 0.0 0.0 0.053
H 3.9072 -0.7039 -1.6884 0.0 0.0 0.0 0.007
H 3.0707 -2.2338 -2.0051 0.0 0.0 0.0 0.011
H 3.2478 -4.3554 0.3007 0.0 0.0 0.0 0.056
H 1.6384 -3.6743 0.0007 0.1 0.0 0.0 0.008
H 2.2578 -3.8189 1.6620 0.1 0.0 -0.1 0.028
H 5.5915 -2.6478 0.9395 0.0 0.0 0.0 0.054
H 4.7666 -2.2619 2.4493 0.0 0.0 0.0 0.025
H 5.4085 -0.9667 1.4281 0.0 -0.1 0.0 0.017
H 2.5415 2.6628 3.6889 0.0 0.0 0.1 0.019
H 1.6029 1.9884 5.0184 0.0 0.0 -0.1 0.062
H 0.8571 2.2103 3.4245 0.0 0.0 0.1 0.003
H 4.7752 0.0313 3.5249 0.1 0.0 0.0 0.013
H 4.0068 -1.3205 4.3625 0.0 0.0 0.0 0.043
H 4.0539 0.2779 5.1154 0.0 -0.1 0.0 0.065
H 0.0170 -0.6882 4.2100 0.0 0.0 0.0 0.026
H 1.2335 -0.6802 5.4880 0.0 0.0 0.0 0.065
H 1.2670 -1.9669 4.2880 0.0 0.0 0.1 0.036
H 4.5169 1.4654 -1.1557 -0.1 0.1 0.0 0.046
H 3.6152 2.9724 -1.4117 0.0 -0.1 0.0 0.048
H 2.8059 1.4224 -1.6212 0.1 0.0 0.0 -0.039
H 5.3527 1.1604 1.4795 0.0 0.0 0.0 0.024
H 4.6926 2.1906 2.7658 0.0 0.0 0.0 0.032
H 5.3257 2.9079 1.2861 0.0 0.0 0.0 0.066
H 1.1752 3.3970 1.5795 0.0 0.1 -0.1 0.003
H 2.1666 4.2630 0.4014 0.0 0.0 0.0 0.025
H 2.7186 4.1097 2.0715 -0.1 0.0 -0.1 0.049
O -1.5740 0.6229 1.2457 -0.2 0.0 -0.1 -0.677
S -2.7929 1.1674 2.0268 0.0 -0.3 0.0 1.047
C -2.1742 2.0784 3.4346 0.0 0.1 0.0 -0.301
C -3.3397 3.0281 3.7053 0.0 0.0 -0.1 -0.200
C -3.7948 3.6164 2.3446 0.1 -0.1 0.0 -0.179
C -3.2844 2.6974 1.2156 0.1 0.1 0.0 -0.285
H -1.2720 2.5903 3.0938 0.0 0.0 0.0 0.094
H -1.9440 1.3974 4.2516 0.0 0.0 0.0 0.107
H -3.0374 3.7985 4.4100 0.0 0.0 0.0 0.130
H -4.1589 2.4797 4.1718 0.0 0.0 0.0 0.123
H -3.3891 4.6144 2.1925 0.0 0.0 0.0 0.121
H -4.8774 3.7049 2.3145 0.0 0.0 0.0 0.121
H -2.3631 3.0499 0.7466 0.0 0.1 0.0 0.059
H -4.0154 2.4797 0.4394 0.0 0.0 0.0 0.100
Br 1.6196 3.6856 -4.2700 0.0 0.0 0.0 0.770
C 0.9753 4.9426 -3.0169 -0.1 0.2 0.0 -0.723
C 1.1677 6.2910 -3.2895 0.0 0.0 0.0 -0.104
C 0.6977 7.2517 -2.4072 0.0 0.0 0.0 -0.042
C 0.0303 6.8781 -1.2489 0.0 0.0 0.0 -0.053
C -0.1640 5.5343 -0.9632 0.1 0.2 -0.1 -0.156
C 0.3118 4.5848 -1.8521 0.2 -0.2 0.0 -0.666
I 0.0161 2.5737 -1.3763 -0.1 0.5 0.1 1.196
H 1.6852 6.5801 -4.1950 0.0 0.0 0.0 0.114
H 0.8560 8.2985 -2.6304 0.0 0.0 0.0 0.124
H -0.3394 7.6293 -0.5630 0.0 0.0 0.0 0.120
H -0.6731 5.2356 -0.0559 0.0 0.0 0.0 0.092
C -4.5100 0.3606 -3.1036 0.0 0.0 -0.1 -0.030
N -3.3008 0.6072 -3.8698 -0.1 0.1 0.1 0.054
C -2.0631 0.6050 -3.3530 0.0 0.0 -0.1 -0.591
N -1.0647 0.9648 -4.1848 0.0 -0.2 0.0 0.184
O -1.8442 0.2551 -2.1648 0.3 0.0 0.6 -0.195
H -5.2254 1.1650 -3.2656 0.0 0.0 0.0 0.101
H -4.2496 0.3224 -2.0537 0.0 0.0 0.0 0.053
H -4.9726 -0.5845 -3.3878 0.0 0.0 0.0 0.093
H -3.4091 0.9089 -4.8242 0.0 0.0 0.0 0.153
H -1.2527 1.3699 -5.0860 0.0 0.0 0.0 0.124
H -0.1528 1.1250 -3.7944 0.0 0.1 0.0 0.005
```
Forces are in eV/Å.

Entry 3:
The following is a DFT calculation (ωB97M-V with the def2-TZVPD basis set) of the molecule C7H8OS.

As for the net charge: 0. The value obtained for the energy above the lowest of the compared OMol25 structures with the same formula, charge and spin is 128.72 kcal per mole. For the HOMO energy (spin up / spin down), the calculation gives -8.76 / -8.02 eV. For the lowest unoccupied orbital energy (spin up / spin down), the calculation gives 0.0093 / -0.0466 hartree. The frontier orbital gap (spin up / spin down) is 9.0 / 6.7 eV.

XYZ file:
```
17
Properties=species:S:1:pos:R:3:forces:R:3:lowdin_charge:R:1
C -0.8645 -1.3796 -1.7494 -1.4 -0.8 -1.6 0.200
C 3.0136 -0.6937 -2.0681 1.2 -0.7 -1.5 -0.293
C -0.6152 -0.5309 -0.8428 2.1 0.1 2.8 -0.438
C 2.4598 -0.2899 -1.0845 -0.2 0.0 0.9 -0.079
C 0.4339 -0.7909 0.2372 -0.6 1.5 1.3 -0.167
C 1.7012 0.0920 0.1184 -1.1 -0.2 -2.8 -0.177
C -1.1313 0.7728 -0.4693 -0.1 2.5 -0.9 -0.081
O 2.1921 -1.6347 -4.2272 0.5 -0.3 -0.6 -0.567
S 3.5336 -1.4001 -3.6103 -1.5 0.8 1.6 0.878
H -0.8625 -2.3776 -2.1280 0.4 -0.1 -0.1 0.045
H -0.0518 -0.5223 1.2441 0.7 -0.8 -1.3 0.145
H 0.6794 -1.7955 0.1663 0.9 -2.0 0.4 0.087
H 2.2673 0.0044 0.9659 1.7 -0.5 2.2 0.084
H 1.5306 1.1572 0.0299 -0.6 0.3 0.0 0.111
H -0.4884 1.2771 0.2921 -1.0 -0.6 -0.3 0.084
H -2.1711 0.7371 -0.2224 -0.6 0.2 0.5 0.085
H -1.0222 1.4192 -1.3207 -0.4 0.6 -0.6 0.085
```
Forces are in eV/Å.

Entry 4:
The following is a DFT calculation (ωB97M-V with the def2-TZVPD basis set) of a structure of composition C3H12LiO7S.

As for the net charge: -1. The value obtained for the energy above the lowest of the compared OMol25 structures with the same formula, charge and spin is 18.85 kcal per mole. For the HOMO energy, the calculation gives -2.05 eV. For the lowest unoccupied orbital energy, the calculation gives 0.0662 hartree. The frontier orbital gap is 3.9 eV.

XYZ file:
```
24
Properties=species:S:1:pos:R:3:forces:R:3:lowdin_charge:R:1
Li -0.0230 -0.2756 0.0490 0.2 -0.3 -0.9 0.651
S 1.7920 -1.3706 -2.4480 -0.3 -2.0 -5.5 0.026
O 2.8290 -0.4566 -2.7890 2.8 3.4 1.2 -0.418
O 0.9280 -0.9366 -1.3670 -1.8 1.6 4.1 -0.513
O 0.9860 -1.4866 -3.6550 -2.6 0.4 -1.4 -0.458
O 2.3330 -2.6796 -2.2700 1.4 -2.9 2.6 -0.417
C -0.9570 2.9654 -0.2680 6.9 3.3 -4.6 -0.115
O -0.1960 1.7994 -0.5560 0.5 -0.6 -0.1 -0.171
H -0.1660 3.7594 0.0720 -1.9 -1.1 0.2 0.121
H -1.6340 2.7034 0.3550 -4.5 -1.3 4.5 0.003
H -1.3940 3.4434 -1.1690 0.0 -0.6 0.2 0.089
H 0.7300 1.9844 -0.8240 -1.0 -0.1 -0.2 0.109
C -2.6500 -1.6256 0.7950 -2.6 2.9 5.2 -0.159
O -1.9540 -0.7836 -0.0260 5.1 1.7 7.1 -0.095
H -2.2640 -1.3806 1.9320 -1.3 -0.4 -2.6 0.123
H -2.4830 -2.6676 0.7550 0.0 -1.2 -1.0 0.059
H -3.8130 -1.2206 0.6600 2.5 -1.9 0.9 0.143
H -2.3600 -0.9576 -0.7380 -3.6 -1.1 -9.6 -0.020
C 1.9490 0.0204 1.6650 2.4 -2.4 -1.4 -0.180
O 0.7600 -0.6096 2.0820 -2.5 -0.9 1.6 -0.194
H 2.5240 -0.0346 2.5180 2.0 0.7 1.7 0.044
H 1.8640 0.9924 1.2810 -0.7 1.6 -0.2 0.047
H 2.6420 -0.5136 0.8290 -2.4 0.4 1.7 0.160
H 0.5570 -0.6686 3.1160 1.3 0.6 -3.7 0.163
```
Forces are in eV/Å.

Entry 5:
The following is a DFT calculation (ωB97M-V with the def2-TZVPD basis set) of the molecule C5H8N2O.

As for the net charge: 0. The value obtained for the energy above the lowest of the compared OMol25 structures with the same formula, charge and spin is 41.39 kcal per mole. For the HOMO energy, the calculation gives -8.47 eV. For the lowest unoccupied orbital energy, the calculation gives 0.0144 hartree. Its SMILES is C/C=C(N)/C=N\C=O. The frontier orbital gap is 8.9 eV.

XYZ file:
```
16
Properties=species:S:1:pos:R:3:forces:R:3:lowdin_charge:R:1
C 1.1460 1.8052 -0.0612 0.1 -0.1 -0.2 -0.084
C 0.4535 -0.6377 -0.1780 -0.2 1.7 0.8 -0.321
N 1.7373 -1.1475 -0.0798 0.3 -0.1 0.0 0.093
C -2.5288 -0.1608 0.3472 -1.0 -1.6 0.4 -0.377
C -0.5980 -1.6281 0.0464 -0.4 0.4 0.0 -0.099
C 0.1548 0.6897 -0.1302 0.6 -0.6 -0.9 -0.096
N -1.8130 -1.3671 0.2453 -0.6 0.2 -0.3 0.117
O -3.2430 0.3156 -0.5011 0.7 0.1 0.0 0.037
H 2.4794 -0.5293 -0.3676 0.0 -0.2 -0.1 0.080
H 1.8470 -2.1037 -0.3821 0.1 0.2 0.0 0.088
H -2.6914 0.0496 1.4300 0.5 0.5 -0.2 0.140
H -0.2800 -2.6662 0.1555 -0.1 -0.1 -0.2 0.120
H -0.8354 1.0436 -0.3747 -0.2 -0.3 0.4 0.086
H 0.9990 2.3846 0.8506 0.1 0.0 0.0 0.080
H 2.1809 1.4728 -0.0950 0.1 0.0 0.1 0.058
H 0.9916 2.4794 -0.9052 0.0 0.1 0.0 0.079
```
Forces are in eV/Å.

Entry 6:
The following is a DFT calculation (ωB97M-V with the def2-TZVPD basis set) of the molecule C3H6N2O3.

As for the net charge: 0. The value obtained for the energy above the lowest of the compared OMol25 structures with the same formula, charge and spin is 29.39 kcal per mole. For the HOMO energy, the calculation gives -9.97 eV. For the lowest unoccupied orbital energy, the calculation gives 0.0175 hartree. Its SMILES is NC(=O)CNC(=O)O. The frontier orbital gap is 10.4 eV.

XYZ file:
```
14
Properties=species:S:1:pos:R:3:forces:R:3:lowdin_charge:R:1
O 1.9182 0.5033 0.2230 -0.6 0.1 -2.2 0.047
C 1.3856 0.0746 -0.8159 0.1 -0.5 3.4 -0.500
N 1.8720 -1.0219 -1.4453 -3.8 -0.3 -2.7 0.158
C -0.0056 0.5122 -1.1957 -1.3 -1.2 -3.7 -0.181
N -0.8275 0.9082 -0.1305 -0.7 2.5 2.1 0.063
C -1.2675 0.1179 0.9347 -1.6 0.6 1.3 -0.587
O -1.2090 -1.1729 0.6754 3.1 0.5 -4.2 0.150
O -1.8005 0.4793 1.9685 0.7 1.0 -1.0 0.079
H 1.1459 -1.7443 -1.7114 1.2 1.5 0.1 0.139
H 2.6016 -1.4177 -0.9964 3.0 -1.4 1.7 0.055
H -0.5635 -0.1807 -1.9882 1.2 0.2 2.2 0.164
H -0.0158 1.2890 -1.9637 0.7 0.8 0.6 0.125
H -0.7737 1.9613 0.0738 -0.3 -2.6 0.1 0.196
H -1.6520 -1.8185 1.1426 -1.7 -1.1 2.4 0.091
```
Forces are in eV/Å.